Record 1
Here is a 5-piece molecular cluster, C15H30O15 overall from the Open Molecules 2025 dataset. Energies are from wB97M-V/def2-TZVPD.

XYZ file:
```
60
Properties=species:S:1:pos:R:3:forces:R:3
C -0.7065 1.3400 0.4880 0.13 -0.25 0.18
O -1.1509 0.3464 -0.4383 0.41 0.26 -0.55
C -2.2431 -0.3341 -0.1534 -0.10 -0.49 0.08
O -2.9002 -0.2709 0.8511 -0.06 0.37 0.34
O -2.4881 -1.1533 -1.1741 -0.08 0.19 -0.25
C -3.6250 -2.0183 -1.0475 -0.19 0.30 -0.22
H -0.3882 0.8400 1.4018 -0.26 0.26 0.21
H -1.4854 2.0845 0.6403 -0.01 -0.08 0.26
H 0.1751 1.8089 0.0587 -0.08 -0.08 -0.22
H -3.2896 -2.9458 -0.5936 -0.26 -0.12 -0.04
H -4.0071 -2.1396 -2.0592 0.25 -0.36 -0.02
H -4.4373 -1.5682 -0.4796 0.28 0.01 0.30
C 3.7600 -0.4437 2.5535 -1.37 -0.33 0.06
O 4.4895 0.7556 2.3682 0.56 0.09 0.17
C 3.7699 1.7880 1.9513 -0.66 -0.26 -0.29
O 2.5818 1.7614 1.7361 -0.17 0.12 0.05
O 4.5583 2.8240 1.7717 0.95 0.38 0.19
C 3.9450 4.0901 1.4868 0.23 -0.65 -0.48
H 3.0073 -0.3473 3.3429 0.30 0.22 0.16
H 4.4322 -1.2503 2.8160 0.30 0.14 -0.21
H 3.1577 -0.6636 1.6692 0.42 -0.20 -0.15
H 4.7622 4.7594 1.2375 0.07 0.06 0.33
H 3.3955 4.3992 2.3694 -0.25 0.27 -0.20
H 3.3488 3.9805 0.5820 -0.43 0.15 0.30
C -5.2063 -0.8208 2.8886 0.55 0.69 -1.21
O -5.5054 -1.9556 3.6771 -0.02 -0.25 -0.01
C -5.6513 -3.1127 3.0278 0.12 0.16 0.47
O -5.3763 -3.3408 1.8848 0.01 -0.04 -0.42
O -6.1426 -3.9817 3.9095 0.17 -0.18 0.37
C -6.3248 -5.3168 3.4634 0.40 -0.56 -0.56
H -5.0950 -1.0441 1.8248 -0.55 -0.33 0.16
H -4.2162 -0.4003 3.0717 -0.16 -0.11 0.80
H -5.9953 -0.0885 3.0374 0.08 0.07 0.10
H -5.6857 -5.5578 2.6122 -0.23 0.39 -0.21
H -7.3712 -5.4477 3.1990 0.01 -0.21 0.04
H -5.9917 -6.0276 4.2188 -0.39 0.37 0.45
C 2.0324 3.4202 -2.1001 0.13 -0.31 0.49
O 1.0908 2.3985 -2.4257 0.38 0.19 -0.30
C -0.1080 2.7812 -2.8648 -0.23 -1.31 0.27
O -0.5247 3.8900 -2.9847 -0.13 0.93 -0.12
O -0.7772 1.6468 -3.0834 0.06 -0.37 -0.31
C -2.1666 1.7482 -3.4257 0.66 0.45 -0.19
H 1.5629 4.1336 -1.4212 0.16 0.15 -0.17
H 2.4844 3.9021 -2.9664 -0.40 0.03 -0.14
H 2.8239 2.8710 -1.5891 -0.02 0.18 0.06
H -2.2606 2.3681 -4.3191 -0.23 0.25 0.27
H -2.6684 2.1613 -2.5521 -0.42 -0.01 -0.30
H -2.5064 0.7535 -3.6930 0.08 -0.13 0.37
C 2.1952 -0.2710 -1.2807 -0.03 0.41 0.73
O 3.2458 -1.2336 -1.2387 -0.15 -0.62 0.26
C 4.2246 -1.0646 -2.1200 -0.85 0.50 0.15
O 4.2353 -0.2089 -2.9620 0.43 0.15 -0.34
O 5.1394 -1.9868 -1.8908 0.42 -0.22 0.16
C 6.2857 -1.9426 -2.7196 0.59 -0.11 -0.85
H 2.6188 0.6828 -0.9669 -0.14 0.19 -0.43
H 1.4892 -0.5355 -0.4962 0.01 -0.33 -0.11
H 1.6785 -0.2220 -2.2325 0.21 0.06 -0.13
H 6.0349 -1.8548 -3.7782 -0.29 -0.14 0.09
H 6.8103 -2.8792 -2.5574 0.00 0.01 0.08
H 6.9594 -1.1068 -2.5256 -0.22 0.06 0.47
```
Forces are in eV/Å.

## Properties
SMILES: COC(=O)OC.COC(=O)OC.COC(=O)OC.COC(=O)OC.COC(=O)OC
relative energy (zero: lowest compared OMol25 entry of this formula, charge and spin): 0.4942 eV
HOMO energy: -10.7914 eV
HOMO-LUMO gap: 11.4 eV

---

Record 2
Here is C15H31AlN5O7 as an isolated structure from the Open Molecules 2025 dataset. Energies are from wB97M-V/def2-TZVPD.

XYZ file:
```
59
Properties=species:S:1:pos:R:3:forces:R:3
O -1.0615 -1.0341 -4.7968 1.43 0.64 -0.37
H -1.0131 -0.3896 -5.5318 -0.03 -0.63 0.55
Al 0.0542 0.1681 -1.1624 -1.06 -0.82 -0.53
N 1.3732 -1.0461 -1.9574 1.12 0.62 -0.26
N -0.8301 -1.6072 -0.9695 -0.28 -0.44 1.15
N 0.7963 1.8976 -0.9226 -0.22 2.52 1.00
N -1.3929 1.1574 -0.2356 -0.88 1.77 1.76
O 2.4482 -0.5130 -2.3662 -0.54 -0.92 0.07
O 2.1057 2.0169 -1.2682 -0.27 -0.06 -0.45
O -2.4838 0.5497 0.3601 0.62 -0.07 -0.61
O -1.7259 -1.8405 -0.0085 0.57 -0.40 -1.95
C -0.1659 -2.6700 -1.4854 -0.43 0.67 0.43
C 1.0848 -2.3401 -2.0914 -0.33 -0.79 -0.23
C 0.1035 2.8943 -0.4005 2.64 -1.39 -1.55
C -1.2012 2.4568 0.0364 -1.59 -3.97 0.05
C 2.0095 -3.2862 -2.7609 0.03 -0.09 0.00
H 1.7383 -3.3665 -3.8247 0.12 -0.03 0.24
H 1.9593 -4.2820 -2.3012 0.06 0.31 -0.21
H 3.0221 -2.8787 -2.6808 -0.14 -0.21 -0.13
C -0.7241 -4.0232 -1.2665 0.29 -0.77 -0.11
H -1.6992 -4.1454 -1.7514 0.12 0.24 0.08
H -0.8701 -4.2394 -0.2003 0.02 0.27 -0.20
H -0.0602 -4.7902 -1.6669 -0.08 0.10 -0.01
C 0.6371 4.2581 -0.1983 0.08 0.28 -0.03
C -2.1356 3.2474 0.8842 0.00 0.16 0.01
H 1.4422 4.4381 -0.9168 -0.12 0.06 0.20
H 1.0442 4.3489 0.8188 -0.05 0.06 -0.21
H -0.1545 5.0084 -0.3230 0.25 -0.19 0.04
H -2.9501 2.6191 1.2856 0.51 0.33 -0.33
H -2.5585 4.0642 0.2752 0.08 -0.18 0.36
H -1.5586 3.6845 1.7194 -0.32 -0.02 -0.33
H 2.3057 1.1188 -1.7013 0.31 0.96 0.38
H -2.3236 -0.4854 0.2339 -0.09 1.30 -0.13
C -2.8562 -0.3018 -3.0617 -0.56 0.64 2.08
H -2.5626 -1.2128 -3.5672 -0.49 0.42 0.09
H -2.5131 0.6965 -3.3478 -0.25 -0.70 -0.43
H -3.2262 -0.2990 -2.0118 0.00 -0.33 -0.94
O -0.2318 0.5051 -2.8793 0.50 0.96 -0.18
H -0.6737 -0.5306 -4.0006 -0.72 -0.50 -1.36
H 0.6181 0.8005 -3.2542 -0.60 -0.01 -0.14
O 1.1880 -0.2530 0.2515 -0.52 0.11 0.69
C 0.9935 -0.4386 1.4849 -0.43 -0.56 -0.01
C 2.1371 -0.0860 2.3689 0.02 -0.22 -0.41
C 1.7804 1.1205 3.2182 0.21 0.26 0.41
C 0.9762 0.7320 4.4500 0.04 0.33 0.16
C -0.4015 0.1555 4.1480 -0.16 -0.13 0.37
C -0.3682 -1.1522 3.3647 -0.05 -0.13 0.23
N -0.1549 -0.9322 1.9403 0.69 -0.31 -0.60
H 2.3759 -0.9788 2.9581 0.19 0.29 0.20
H 2.9718 0.1473 1.6956 -0.22 -0.20 0.24
H 2.7136 1.6126 3.5134 -0.20 -0.05 0.05
H 1.2210 1.8522 2.6147 0.12 -0.11 0.04
H 1.5583 -0.0005 5.0248 -0.10 0.12 0.00
H 0.8633 1.6200 5.0796 -0.02 -0.15 0.04
H -0.9018 -0.0573 5.0986 0.03 0.10 -0.08
H -1.0246 0.8883 3.6190 0.06 -0.13 0.01
H 0.4351 -1.8032 3.7529 -0.38 0.10 -0.02
H -1.3216 -1.6817 3.4717 0.25 0.09 -0.07
H -0.8116 -1.3932 1.2426 0.74 0.81 0.98
```
Forces are in eV/Å.

## Properties
charge: +1
relative energy (zero: lowest compared OMol25 entry of this formula, charge and spin): 0.0000 eV
HOMO energy (alpha / beta): -12.3275 / -10.3454 eV
HOMO-LUMO gap (alpha / beta): 8.3 / 4.7 eV

---

Record 3
Here is a 5-piece molecular cluster, C15H31BBr8FO3 overall from the Open Molecules 2025 dataset. Energies are from wB97M-V/def2-TZVPD.

XYZ file:
```
59
Properties=species:S:1:pos:R:3:forces:R:3
C 1.5648 -3.9039 0.1286 -0.13 -0.59 -0.06
O 1.3078 -3.3169 1.4784 0.94 0.18 -1.87
C 1.4649 -1.8452 1.4453 1.35 1.58 0.31
B 0.4209 -1.1380 0.3902 -0.66 -0.53 -0.07
O 0.9247 -0.7102 -0.9552 -1.90 0.35 -1.21
C -0.3699 -0.3910 -1.6422 1.17 -0.53 0.69
C -1.2273 0.2770 -0.3708 0.94 1.03 -0.86
C -2.8157 -0.1269 -0.4010 -0.08 -0.07 -0.16
C -3.2476 -1.3371 0.6167 -0.98 -0.21 0.00
C -4.0274 -2.5887 -0.1575 -0.39 0.45 1.55
F -3.0934 -3.4779 -0.9057 -2.02 1.82 1.23
O -0.4380 -0.0018 0.8752 -1.54 0.83 -2.33
H 2.3956 -3.2895 -0.4433 -1.82 -1.11 1.06
H 1.9563 -5.0247 0.2466 -0.72 2.40 0.15
H 0.5637 -4.0053 -0.5124 2.17 0.68 1.35
H 2.5760 -1.5578 1.1193 -1.76 -0.81 0.73
H 1.3370 -1.3754 2.5350 0.16 -1.50 -2.05
H -0.4302 -1.9547 0.1775 -0.35 -1.23 -0.20
H -0.1771 0.3124 -2.5584 -0.29 -0.81 1.97
H -0.8421 -1.3560 -2.1443 0.68 1.61 1.47
H -1.1010 1.4306 -0.5822 -0.70 -2.11 0.62
H -3.1144 -0.4805 -1.4941 0.82 0.77 2.10
H -3.4654 0.8538 -0.2072 1.34 -2.18 -0.17
H -2.3842 -1.7664 1.2795 -1.43 0.95 -1.62
H -4.0536 -0.8885 1.3738 1.53 -1.13 -1.58
H -4.9204 -2.1859 -0.8378 2.33 -0.97 0.94
H -4.5523 -3.2438 0.6880 1.35 1.08 -1.91
Br -0.9212 2.8796 -4.0315 -0.06 0.11 0.10
C -0.7093 4.5408 -3.0309 -0.02 0.06 -0.33
C 0.6734 4.6447 -2.4297 0.13 0.12 0.40
Br 0.8435 3.5114 -0.8516 0.08 -0.01 -0.24
H -1.5100 4.5705 -2.2879 0.28 -0.05 -0.08
H -0.8709 5.3365 -3.7650 0.08 -0.12 0.17
H 0.8616 5.6613 -2.0718 -0.08 -0.14 -0.12
H 1.4699 4.3534 -3.1196 -0.30 0.05 0.08
Br -0.3720 3.8937 2.7945 0.14 0.00 0.00
C 1.4926 3.4302 3.1322 -0.24 -0.16 0.16
C 2.2260 4.5678 3.8044 0.24 -0.01 -0.03
Br 2.6637 5.9766 2.5287 -0.13 0.05 0.12
H 1.9279 3.1384 2.1732 -0.05 0.12 0.23
H 1.4528 2.5558 3.7894 0.05 0.18 -0.14
H 3.1899 4.2270 4.1940 -0.17 0.00 -0.12
H 1.6563 5.0343 4.6126 0.05 -0.17 -0.25
Br 5.5699 3.6720 1.6398 -0.02 -0.03 -0.08
C 5.1107 3.4777 -0.2462 0.13 -0.25 0.06
C 5.7091 4.5925 -1.0727 -0.11 0.02 -0.20
Br 4.7029 6.2492 -0.8565 0.11 0.00 -0.01
H 4.0207 3.4287 -0.3062 0.21 0.10 -0.03
H 5.5305 2.5110 -0.5420 -0.08 0.23 0.01
H 5.6449 4.3576 -2.1393 -0.02 -0.03 0.22
H 6.7484 4.8141 -0.8154 -0.28 -0.10 0.02
Br -5.1719 -6.3383 1.5631 0.06 0.03 -0.06
C -4.3618 -6.6760 -0.1791 -0.22 0.01 -0.11
C -3.5787 -7.9686 -0.1770 0.24 -0.04 -0.10
Br -1.8662 -7.7545 0.7314 -0.15 -0.07 0.00
H -3.7555 -5.8006 -0.4246 -0.04 -0.19 0.08
H -5.2035 -6.7368 -0.8762 0.19 -0.05 0.12
H -3.3238 -8.2654 -1.1987 -0.10 0.13 0.16
H -4.1015 -8.7922 0.3167 0.05 0.27 -0.10
```
Forces are in eV/Å.

## Properties
charge: -1
HOMO energy: -4.0840 eV
HOMO-LUMO gap: 6.1 eV

---

Record 4
Here is C15H31BN9S3V as an isolated structure from the Open Molecules 2025 dataset. Energies are from wB97M-V/def2-TZVPD.

XYZ file:
```
60
Properties=species:S:1:pos:R:3:forces:R:3
V -0.8189 0.2150 -0.2913 -0.12 -0.71 -0.42
C 2.7963 2.3691 -2.4747 0.11 0.09 0.24
N 2.7757 2.5361 -1.0189 0.02 0.15 -0.49
C 3.2896 3.6216 -0.3341 -0.05 -0.20 -0.27
C 3.0624 3.3838 0.9738 -0.15 -0.27 0.23
N 2.4113 2.1639 1.0907 0.00 0.03 0.30
B 1.9771 1.7061 2.5633 0.04 -0.04 0.03
N 1.6890 0.1657 2.7131 0.11 0.17 0.05
C 2.5636 -0.7272 3.3118 -0.04 0.29 -0.21
C 1.8817 -1.8538 3.6035 -0.26 -0.11 0.01
N 0.5786 -1.6477 3.1791 -0.20 -0.35 0.11
C -0.5368 -2.5670 3.4281 0.26 0.08 -0.07
C 0.4872 -0.4226 2.6382 0.37 -0.01 0.04
S -0.9504 0.3205 2.0004 -0.02 0.06 0.52
C 2.2355 1.6696 -0.1337 0.20 0.23 0.13
S 1.5208 0.1620 -0.6458 0.31 0.41 -0.09
H 3.4635 3.1156 -2.8949 0.01 0.02 0.02
H 1.8025 2.5052 -2.8941 -0.08 0.02 0.02
H 3.1608 1.3811 -2.7339 0.04 -0.07 0.02
H 3.7928 4.4366 -0.8325 -0.08 -0.13 0.03
H 3.3248 3.9669 1.8445 -0.05 -0.14 -0.11
H 0.9779 2.3183 2.8522 0.09 -0.07 -0.06
H 2.9172 1.9590 3.2789 -0.17 -0.03 -0.16
H 3.5966 -0.4737 3.4946 -0.17 0.03 -0.01
H 2.1892 -2.7633 4.0981 -0.08 0.12 -0.10
H -0.1660 -3.5884 3.3889 0.02 0.02 -0.02
H -1.2964 -2.4217 2.6697 -0.05 0.02 -0.13
H -0.9683 -2.3811 4.4076 0.01 0.05 0.08
N -1.0375 0.2576 -2.5316 -0.29 -0.19 0.08
C -2.1562 -0.4353 -3.2416 0.10 0.16 0.20
C -3.5073 0.0700 -2.7689 0.09 0.13 0.13
C -3.8711 -0.3646 -1.3590 0.28 0.23 0.04
N -3.0208 0.3260 -0.3328 -0.08 -0.32 0.01
H -1.0610 1.2366 -2.7977 0.03 0.13 -0.05
H -0.1487 -0.0917 -2.8711 0.10 -0.09 -0.08
H -2.0675 -1.4983 -3.0409 0.06 -0.13 0.04
H -2.0599 -0.2940 -4.3148 0.05 0.08 -0.12
H -4.2733 -0.3016 -3.4477 -0.03 -0.01 -0.03
H -3.5383 1.1658 -2.8388 -0.06 -0.06 -0.04
H -3.7280 -1.4346 -1.2491 0.06 -0.15 0.06
H -4.9182 -0.1525 -1.1628 -0.11 0.06 0.07
H -3.2848 -0.0147 0.5913 -0.10 0.00 -0.05
H -3.2725 1.3080 -0.3343 -0.05 0.17 0.02
C -0.8547 4.8215 0.0134 -0.07 -0.26 -0.01
C -0.8568 3.3759 -0.2146 0.27 0.84 0.14
N -0.8028 2.2450 -0.3707 -0.29 0.67 -0.08
H 0.0626 5.1035 0.5294 0.02 -0.08 0.00
H -1.7085 5.0955 0.6320 -0.01 -0.04 0.00
H -0.9164 5.3489 -0.9364 0.00 -0.02 -0.05
C -1.2844 -5.2215 -0.7353 0.18 0.11 0.03
N 0.0106 -4.5814 -0.4714 -0.44 0.00 -0.14
C 0.2238 -3.2778 -0.3404 0.25 -0.03 0.10
N 1.4739 -2.8792 -0.1028 -0.17 -0.11 -0.09
S -1.1036 -2.1771 -0.4453 0.01 -0.77 -0.11
H -1.1492 -6.2947 -0.6393 0.01 0.01 -0.01
H -1.6404 -4.9938 -1.7379 0.03 0.03 -0.04
H -2.0241 -4.8934 -0.0116 -0.01 0.03 0.07
H 0.8195 -5.1827 -0.4763 0.02 -0.04 0.06
H 2.2470 -3.5221 -0.1733 -0.01 -0.05 0.05
H 1.6910 -1.8926 -0.1020 0.10 0.05 0.16
```
Forces are in eV/Å.

## Properties
<S²>: 2.0235
charge: +2
relative energy (zero: lowest compared OMol25 entry of this formula, charge and spin): 0.3860 eV
HOMO energy (alpha / beta): -13.8821 / -13.8788 eV
multiplicity: 3
HOMO-LUMO gap (alpha / beta): 7.4 / 8.3 eV

---

> Number 3 is which compound?

C15H31BBr8FO3